64
Properties=species:S:1:pos:R:3:forces:R:3:mulliken_charge:R:1 method="wB97M-V/def2-TZVPD" charge=+3 total_energy_ha=-7808.9434 molar_mass_g_mol=1007.09 largest_force_ev_per_a=3.6 gap_ha="0.1193 / 0.1567"
Re -0.0130 0.2460 0.2523 -0.146 0.787 -1.838 0.634
C -3.1747 1.4578 0.9672 0.299 0.127 -0.041 -0.720
C -3.4514 0.0158 1.3228 0.226 -0.147 -0.193 -0.935
S -2.1817 -1.0714 0.5632 0.082 0.775 0.703 0.219
C -1.7243 -2.1887 1.9223 0.304 -0.301 -0.287 -0.754
C -0.9158 -1.5800 3.0523 0.133 -0.167 -0.003 -0.817
S 0.4829 -0.4627 2.5688 -0.460 0.140 -0.271 -0.072
C -0.0104 1.0269 3.5244 0.087 -0.083 -0.227 -0.701
C -1.3168 1.6819 3.1191 0.075 0.169 -0.285 -0.914
S -1.4643 2.0462 1.3121 0.016 -1.599 -0.357 0.083
H -3.2856 1.6197 -0.1045 -0.033 0.096 -0.071 0.380
H -3.8547 2.1314 1.4930 0.037 0.045 -0.042 0.570
H -3.5069 -0.1677 2.3937 0.085 -0.048 0.017 0.537
H -4.4160 -0.2680 0.8912 0.093 -0.065 0.016 0.595
H -2.6413 -2.6298 2.3192 -0.064 0.068 -0.055 0.683
H -1.1652 -2.9900 1.4303 -0.122 0.125 0.028 0.172
H -1.5376 -1.0194 3.7498 0.074 0.044 -0.013 0.553
H -0.4411 -2.3998 3.6017 -0.067 0.129 -0.008 0.605
H -0.0601 0.7344 4.5765 0.082 -0.064 -0.064 0.620
H 0.8215 1.7152 3.4062 0.080 -0.061 0.099 0.387
H -2.1816 1.0921 3.4082 -0.036 -0.011 -0.018 0.558
H -1.3935 2.6559 3.6051 -0.035 -0.043 0.085 0.622
Cl 0.7865 3.8409 2.0031 0.188 0.096 -0.068 -0.104
C 1.8412 3.0376 0.9290 0.677 1.551 0.537 1.527
C 1.5076 1.8195 0.3140 -1.352 -2.188 -0.186 -0.808
C 2.4945 1.3226 -0.5482 0.904 0.427 -0.254 1.008
Cl 2.0058 -0.1562 -1.2688 -0.200 -0.214 0.030 0.046
C 3.7339 1.8842 -0.8134 -0.439 -0.947 -0.367 -0.452
Cl 4.8564 1.1161 -1.8392 -0.420 0.199 0.261 -0.081
C 4.0330 3.1103 -0.1716 0.417 0.601 0.265 0.754
Cl 5.5282 3.8601 -0.4192 -0.712 -0.386 0.070 -0.020
C 3.0703 3.6830 0.6854 -0.366 0.195 0.265 -0.509
Cl 3.4179 5.1789 1.4365 -0.006 -0.273 -0.150 -0.093
F 0.1551 -1.7767 -0.1370 -0.305 1.805 0.472 -0.312
As 1.1740 -3.7213 -0.6183 -1.045 0.943 0.332 1.639
F 1.0804 -2.9488 -2.1879 0.207 -0.533 1.136 -0.344
F 1.8333 -5.1734 -1.0158 0.253 -0.398 -0.026 -0.298
F 2.5976 -2.7852 -0.2836 -0.778 -0.593 -0.278 -0.430
F 0.9639 -3.8406 1.1254 0.160 -0.009 -1.223 -0.449
F -0.5246 -4.1112 -0.7644 1.261 0.251 0.101 -0.422
O -0.9923 0.6349 -1.7425 0.559 -1.493 3.194 -0.344
S -0.9380 1.5556 -2.9443 0.456 0.594 -2.348 -0.252
C -2.5123 1.2646 -3.7752 0.054 0.194 0.226 0.920
C -2.8131 2.0944 -4.8504 0.215 -0.155 0.152 -0.700
C -4.0088 1.9143 -5.5235 -0.117 -0.112 0.246 -0.706
C -4.9052 0.9404 -5.0964 0.160 -0.044 0.117 -0.561
C -4.5852 0.1123 -4.0242 -0.128 0.232 -0.127 -0.723
C -3.3924 0.2852 -3.3419 0.311 -0.074 0.000 -0.117
C 0.2122 0.7892 -4.1286 -0.530 0.385 0.700 0.727
C 0.2105 -0.5801 -4.3352 -0.052 -0.034 -0.275 -0.352
C 1.0261 -1.0864 -5.3366 -0.141 -0.183 0.373 -0.680
C 1.8375 -0.2418 -6.0776 0.204 0.203 -0.150 -0.552
C 1.8290 1.1284 -5.8521 0.018 -0.165 0.164 -0.739
C 1.0206 1.6501 -4.8527 -0.071 0.132 -0.055 -0.353
H -2.1243 2.8624 -5.1616 0.136 0.161 -0.099 0.465
H -4.2487 2.5476 -6.3610 -0.050 0.091 -0.106 0.442
H -5.8597 0.8378 -5.5893 -0.024 -0.094 -0.107 0.435
H -5.2685 -0.6646 -3.7177 -0.086 -0.034 0.040 0.455
H -3.1330 -0.3518 -2.5098 0.026 -0.114 0.074 0.385
H -0.4165 -1.2401 -3.7557 -0.141 -0.061 0.053 0.380
H 1.0140 -2.1491 -5.5287 0.096 -0.061 -0.028 0.486
H 2.4995 -0.6531 -6.8274 -0.092 -0.015 -0.094 0.452
H 2.4485 1.7892 -6.4372 0.087 0.028 -0.063 0.479
H 1.0098 2.7123 -4.6627 -0.043 0.173 0.023 0.499